The following is a DFT calculation (ωB97M-V/def2-TZVPD) of a structure of composition C57H55AsN8OY.

Results
Total charge: +1
E_tot (a.u.): -4992.53981
Frontier orbital gap (spin up / spin down) (eV): 5.068 / 4.883
HOMO energy (spin up / spin down) (eV): -8.87 / -8.78
Molar mass (g/mol): 1031.95
Strongest force on any atom (eV/Å): 0.9
ΔE to the lowest compared entry with this formula, charge and spin (kcal per mole): 0.0

```
123
Properties=species:S:1:pos:R:3:lowdin_charge:R:1
Y -0.66752 0.15573 0.07297 1.45
C -0.28702 4.26234 -5.45899 -0.06
C 0.71717 4.91527 -4.72851 -0.06
C 1.08753 4.48076 -3.46948 -0.01
C 0.43793 3.35839 -2.96569 -0.12
C 0.52438 2.67625 -1.68926 -0.26
N -0.35053 1.62640 -1.67048 0.05
C -1.05050 1.63670 -2.84578 -0.26
N -2.10149 0.89808 -3.19168 0.22
C -2.84747 0.22154 -2.35167 -0.27
C -4.12416 -0.38652 -2.73050 -0.11
C -4.74490 -0.54828 -3.96056 0.00
C -5.99341 -1.14823 -3.96615 -0.06
C -6.61081 -1.55401 -2.77715 -0.06
C -5.99868 -1.37085 -1.54857 0.00
C -4.73852 -0.78904 -1.54732 -0.11
C -3.82364 -0.43647 -0.46116 -0.29
N -4.12817 -0.56817 0.80757 0.22
C -3.38189 -0.10367 1.80885 -0.28
N -2.18158 0.54631 1.72486 0.04
C -1.81454 0.94708 2.97801 -0.29
N -0.76792 1.70363 3.31483 0.20
C 0.07669 2.22536 2.45682 -0.31
N 0.14267 2.01368 1.10257 0.01
C 1.07959 2.86167 0.56932 -0.27
N 1.28113 3.13800 -0.69618 0.22
C 1.75141 3.56957 1.65998 -0.11
C 2.78602 4.49354 1.66542 0.00
C 3.17284 5.00385 2.89405 -0.06
C 2.53160 4.61736 4.07680 -0.06
C 1.48513 3.71002 4.06543 0.00
C 1.11371 3.18571 2.83564 -0.13
C -2.79129 0.47106 3.93601 -0.11
C -2.88000 0.58681 5.32207 0.00
C -3.97522 0.01598 5.93805 -0.06
C -4.97053 -0.64381 5.19707 -0.06
C -4.89359 -0.74765 3.82264 0.00
C -3.78181 -0.18432 3.19909 -0.12
N -2.67209 0.07658 -1.00254 0.03
C -0.55755 2.70789 -3.69238 -0.12
C -0.94449 3.15721 -4.95027 -0.01
H -0.55509 4.64354 -6.43545 0.11
H 1.19845 5.78248 -5.16048 0.11
H 1.84243 4.99384 -2.88871 0.12
H -4.26987 -0.21539 -4.87320 0.12
H -6.50967 -1.30031 -4.90429 0.11
H -7.59041 -2.01050 -2.82533 0.11
H -6.48193 -1.65969 -0.62515 0.12
H 3.26664 4.79822 0.74607 0.12
H 3.98210 5.71972 2.94399 0.11
H 2.86077 5.04429 5.01477 0.11
H 0.97390 3.42095 4.97348 0.12
H -2.11928 1.10964 5.88546 0.12
H -4.08066 0.07945 7.01289 0.11
H -5.81635 -1.06937 5.72057 0.11
H -5.66408 -1.23901 3.24446 0.12
H -1.73752 2.66615 -5.49752 0.12
C 2.29803 1.58324 -5.13287 -0.03
C 1.93242 0.55779 -4.09310 -0.17
C 0.88355 -0.33627 -4.31899 -0.18
C 0.07061 -0.28920 -5.58539 -0.02
C 0.60175 -1.33187 -3.37635 -0.19
C -0.53474 -2.28549 -3.64071 -0.03
C 1.43315 -1.49894 -2.26261 -0.20
C 1.32318 -2.76887 -1.44280 -0.04
C 2.46568 -0.57354 -2.01460 -0.18
C 3.38753 -0.81113 -0.84500 -0.05
C 2.69486 0.47212 -2.91611 -0.17
C 3.79346 1.48551 -2.71446 -0.03
H 2.68795 2.49374 -4.68951 0.06
H 1.45093 1.86846 -5.74876 0.06
H 3.07604 1.19191 -5.79567 0.11
H 0.60734 0.18949 -6.39896 0.08
H -0.86894 0.25040 -5.43350 0.07
H -0.18867 -1.29194 -5.92209 0.08
H -0.80597 -2.85400 -2.75652 0.04
H -0.28083 -3.00734 -4.42278 0.10
H -1.42282 -1.75088 -3.98308 0.08
H 0.49812 -2.76504 -0.72056 0.05
H 2.23121 -2.96558 -0.88078 0.06
H 1.16376 -3.62886 -2.09354 0.10
H 4.07983 -1.63221 -1.05558 0.11
H 2.83641 -1.09349 0.05084 0.00
H 3.98776 0.05571 -0.58742 0.06
H 3.38575 2.49857 -2.73305 0.07
H 4.53710 1.42617 -3.51159 0.10
H 4.31836 1.37965 -1.77119 0.06
C 2.09142 -2.85205 2.01451 -0.27
As 1.22338 -1.11218 2.20483 1.14
C 0.52797 -1.30551 4.01702 -0.26
C 2.74316 0.08381 2.60176 -0.30
C 3.84235 -0.56932 3.38007 -0.31
C 4.89418 -1.20452 2.72337 -0.06
C 5.89328 -1.84550 3.43956 -0.07
C 5.85762 -1.85568 4.82640 -0.08
C 4.82585 -1.20954 5.49079 -0.07
C 3.82770 -0.56817 4.77248 -0.06
H 2.42779 -3.19060 2.99377 0.05
H 2.95799 -2.77740 1.36260 0.02
H 1.39606 -3.57240 1.58713 0.02
H 1.31771 -1.73062 4.63591 0.03
H -0.33648 -1.96643 4.02800 0.02
H 0.23593 -0.33079 4.40024 0.02
H 2.30579 0.91493 3.15614 0.06
H 3.10463 0.48127 1.65318 0.06
H 4.93720 -1.18974 1.63986 0.10
H 6.70483 -2.33139 2.91395 0.11
H 6.63873 -2.35102 5.38680 0.11
H 4.80350 -1.19699 6.57249 0.11
H 3.03808 -0.04432 5.29866 0.11
C -2.66665 -4.01227 1.57981 -0.12
C -3.30957 -3.75342 0.21871 -0.13
C -2.17753 -3.10341 -0.54707 -0.18
O -1.49036 -2.27326 0.42349 -0.29
C -1.65833 -2.87464 1.73403 -0.19
H -2.15351 -4.97435 1.58481 0.12
H -3.39066 -4.01791 2.39230 0.12
H -4.15001 -3.06761 0.30683 0.10
H -3.65204 -4.66752 -0.26243 0.13
H -2.49600 -2.46339 -1.36762 0.10
H -1.47272 -3.84825 -0.93075 0.12
H -2.00247 -2.09403 2.41168 0.10
H -0.68957 -3.23963 2.07814 0.08
```